{"formula": "C45H36AuClGeN2O5", "method": "ωB97M-V/def2-TZVPD", "lumo_energy_ev": 3.94, "max_force_ha_per_bohr": 0.0219, "spin_multiplicity": 1, "total_charge": -2, "energy_ha": -4894.82943, "homo_ev": 0.260, "symbols": ["Au", "C", "O", "C", "C", "C", "C", "C", "C", "N", "N", "C", "C", "O", "C", "C", "C", "C", "C", "C", "C", "C", "H", "H", "H", "H", "H", "H", "H", "H", "H", "H", "H", "H", "H", "C", "C", "C", "C", "Cl", "C", "C", "C", "O", "C", "C", "O", "O", "H", "H", "H", "H", "H", "H", "H", "H", "C", "Ge", "C", "C", "C", "C", "C", "C", "C", "C", "C", "C", "C", "C", "C", "C", "C", "C", "C", "C", "H", "H", "H", "H", "H", "H", "H", "H", "H", "H", "H", "H", "H", "H", "H"], "xyz": [[-1.116, 1.031, 0.598], [0.234, 4.379, 2.064], [-0.672, 3.827, 1.141], [-1.913, 4.322, 1.043], [-2.372, 5.430, 1.739], [-3.655, 5.927, 1.515], [-4.480, 5.297, 0.604], [-4.032, 4.168, -0.076], [-2.756, 3.652, 0.123], [-2.327, 2.462, -0.498], [-2.868, 2.301, -1.637], [-2.992, 1.146, -2.323], [-2.925, -0.225, -1.823], [-2.474, -0.566, -0.737], [-3.528, -1.257, -2.674], [-3.978, -1.021, -3.910], [-3.884, 0.292, -4.501], [-4.284, 0.534, -5.822], [-4.176, 1.786, -6.387], [-3.643, 2.834, -5.629], [-3.256, 2.620, -4.325], [-3.384, 1.354, -3.715], [0.420, 5.440, 1.862], [1.152, 3.810, 1.937], [-0.122, 4.268, 3.092], [-1.728, 5.926, 2.453], [-3.992, 6.801, 2.062], [-5.483, 5.671, 0.433], [-4.679, 3.644, -0.767], [-3.579, -2.249, -2.239], [-4.408, -1.828, -4.497], [-4.686, -0.291, -6.402], [-4.490, 1.958, -7.410], [-3.524, 3.815, -6.075], [-2.833, 3.421, -3.735], [6.125, 3.414, 2.443], [5.931, 2.510, 1.258], [6.667, 2.670, 0.096], [6.441, 1.841, -0.993], [7.407, 2.053, -2.441], [5.471, 0.861, -0.951], [4.732, 0.686, 0.210], [4.972, 1.491, 1.318], [4.369, 1.341, 2.518], [3.380, 0.331, 2.638], [2.094, 0.646, 1.875], [1.267, -0.328, 2.094], [1.975, 1.658, 1.218], [6.962, 4.094, 2.281], [6.303, 2.831, 3.348], [5.221, 4.002, 2.615], [7.411, 3.455, 0.034], [5.280, 0.233, -1.811], [3.951, -0.062, 0.221], [3.147, 0.261, 3.698], [3.770, -0.639, 2.314], [-0.209, -0.392, 1.758], [-0.228, -2.210, 1.194], [1.080, -2.543, -0.302], [1.806, -3.721, -0.502], [2.665, -3.866, -1.589], [2.822, -2.822, -2.493], [2.117, -1.637, -2.304], [1.254, -1.504, -1.220], [-1.863, -3.192, 0.678], [-1.821, -4.141, -0.345], [-2.965, -4.835, -0.733], [-4.173, -4.596, -0.090], [-4.230, -3.660, 0.936], [-3.087, -2.963, 1.312], [0.515, -3.397, 2.637], [1.889, -3.505, 2.866], [2.399, -4.290, 3.896], [1.538, -5.005, 4.719], [0.166, -4.905, 4.516], [-0.333, -4.098, 3.499], [1.697, -4.540, 0.204], [3.213, -4.792, -1.736], [3.498, -2.929, -3.335], [2.228, -0.818, -3.008], [0.699, -0.578, -1.062], [-0.883, -4.327, -0.857], [-2.913, -5.554, -1.544], [-5.067, -5.130, -0.394], [-5.173, -3.469, 1.437], [-3.140, -2.207, 2.089], [2.573, -2.963, 2.219], [3.471, -4.341, 4.059], [1.930, -5.635, 5.509], [-0.516, -5.455, 5.157], [-1.407, -4.011, 3.367]], "lowdin_charge": [0.753, -0.085, -0.137, -0.249, -0.041, -0.126, -0.128, -0.034, -0.188, -0.081, 0.042, -0.146, -0.371, -0.079, 0.006, -0.048, -0.189, -0.072, -0.133, -0.116, -0.041, -0.110, 0.086, 0.074, 0.096, 0.091, 0.086, 0.085, 0.101, 0.102, 0.102, 0.097, 0.081, 0.087, 0.098, -0.039, -0.199, -0.087, -0.673, 0.594, -0.097, 0.015, -0.233, -0.027, -0.080, -0.576, -0.228, 0.040, 0.069, 0.079, 0.087, 0.102, 0.104, 0.115, 0.135, 0.124, -0.470, 0.876, -0.257, -0.134, -0.122, -0.131, -0.105, -0.104, -0.272, -0.104, -0.119, -0.131, -0.108, -0.119, -0.238, -0.121, -0.115, -0.136, -0.119, -0.107, 0.092, 0.084, 0.083, 0.093, 0.070, 0.086, 0.088, 0.083, 0.089, 0.103, 0.087, 0.086, 0.081, 0.085, 0.086]}